{
  "formula": "C45H66N3O5P2Si2Y",
  "method": "ωB97M-V/def2-TZVPD",
  "orbital_gap_ev": 7.837,
  "total_charge": 0,
  "mol_weight_g_mol": 936.065,
  "e_tot_ev": -97830.0210,
  "multiplicity": 1,
  "homo_ev": -7.263,
  "elements": ["Y", "C", "Si", "C", "C", "N", "P", "C", "P", "N", "Si", "C", "C", "C", "C", "C", "C", "C", "C", "C", "C", "C", "C", "C", "C", "C", "C", "C", "C", "C", "C", "C", "C", "C", "C", "C", "C", "C", "H", "H", "H", "H", "H", "H", "H", "H", "H", "H", "H", "H", "H", "H", "H", "H", "H", "H", "H", "H", "H", "H", "H", "H", "H", "H", "H", "H", "H", "H", "H", "H", "H", "H", "H", "H", "H", "H", "C", "C", "C", "O", "C", "O", "O", "H", "H", "H", "H", "H", "H", "H", "O", "C", "C", "C", "C", "C", "C", "N", "H", "H", "H", "H", "H", "H", "H", "H", "H", "H", "H", "C", "C", "O", "C", "C", "H", "H", "H", "H", "H", "H", "H", "H", "H", "H"],
  "coordinates": [[-0.6321, -0.1869, -0.0952], [0.3974, 2.7907, -2.9836], [1.9220, 1.8741, -2.4069], [2.7202, 1.1210, -3.9300], [3.1251, 3.1873, -1.8501], [1.4519, 0.6855, -1.2457], [2.2721, 0.0466, 0.0117], [1.3286, -0.1143, 1.3987], [0.5850, 1.1799, 2.2021], [-0.8537, 1.5390, 1.4943], [-2.0509, 2.7294, 1.8760], [-3.0741, 3.0854, 0.3643], [-3.2865, 2.2018, 3.1693], [-1.3643, 4.3744, 2.4302], [1.5021, 2.7341, 2.4216], [2.2536, 2.9980, 3.5655], [2.9876, 4.1721, 3.6708], [2.9769, 5.0937, 2.6313], [2.2322, 4.8383, 1.4871], [1.4980, 3.6649, 1.3854], [0.2839, 0.6398, 3.9361], [0.6169, -0.6540, 4.3321], [0.3031, -1.1129, 5.6080], [-0.3388, -0.2749, 6.5106], [-0.6555, 1.0260, 6.1364], [-0.3451, 1.4748, 4.8602], [3.9752, 0.7221, 0.1263], [4.3984, 1.4865, 1.2061], [5.6894, 2.0021, 1.2519], [6.5804, 1.7363, 0.2228], [6.1822, 0.9401, -0.8459], [4.8909, 0.4367, -0.8917], [2.7048, -1.6748, -0.4845], [2.6842, -2.0496, -1.8237], [3.1100, -3.3148, -2.2224], [3.5586, -4.2207, -1.2731], [3.5652, -3.8639, 0.0735], [3.1391, -2.6024, 0.4648], [0.6929, 3.6889, -3.5395], [-0.2249, 2.1709, -3.6384], [-0.2123, 3.0880, -2.1255], [2.5753, 1.7750, -4.7988], [3.7999, 1.0099, -3.7827], [2.3132, 0.1404, -4.1856], [2.9975, 4.0542, -2.5092], [2.9666, 3.5158, -0.8230], [4.1608, 2.8532, -1.9274], [-3.5376, 2.1643, -0.0011], [-3.8720, 3.7958, 0.6137], [-2.4667, 3.5099, -0.4420], [-4.0076, 1.4954, 2.7469], [-2.8388, 1.7419, 4.0532], [-3.8457, 3.0875, 3.4941], [-0.8557, 4.8943, 1.6132], [-2.2110, 4.9922, 2.7513], [-0.6559, 4.3148, 3.2618], [2.2760, 2.2787, 4.3745], [3.5672, 4.3674, 4.5651], [3.5472, 6.0111, 2.7139], [2.2261, 5.5535, 0.6729], [0.9103, 3.4642, 0.4955], [1.1534, -1.2747, 3.6198], [0.5714, -2.1212, 5.9008], [-0.5828, -0.6280, 7.5051], [-1.1460, 1.6903, 6.8381], [-0.6010, 2.4923, 4.5853], [3.7226, 1.6718, 2.0260], [5.9964, 2.6050, 2.0987], [7.5883, 2.1331, 0.2587], [6.8798, 0.7098, -1.6426], [4.5974, -0.1893, -1.7266], [2.3378, -1.3345, -2.5598], [3.0956, -3.5884, -3.2717], [3.8944, -5.2058, -1.5768], [3.9053, -4.5742, 0.8177], [3.1357, -2.3205, 1.5114], [-3.0946, -1.4487, 3.2018], [-2.5913, -2.2546, 2.0154], [-2.7443, -3.7474, 2.2356], [-1.2003, -1.9286, 1.8020], [-3.3338, -1.8190, 0.7493], [-4.4789, -2.1906, 0.5641], [-2.6514, -1.0473, -0.0367], [-2.6250, -1.8052, 4.1247], [-4.1770, -1.5513, 3.2944], [-2.8422, -0.3982, 3.0752], [-2.2099, -4.0476, 3.1413], [-2.3420, -4.3101, 1.3910], [-3.7993, -3.9947, 2.3430], [-0.7428, -1.8796, 2.6517], [-1.8512, 1.1640, -1.7004], [-2.8440, 1.1960, -2.4416], [-3.7279, -0.0008, -2.6586], [-5.1195, 0.1743, -2.0288], [-6.0953, 0.9923, -2.8706], [-5.6735, 2.4410, -3.1091], [-4.3554, 2.5692, -3.8682], [-3.1727, 2.3462, -3.0400], [-3.2266, -0.8408, -2.1894], [-3.8189, -0.1910, -3.7346], [-5.0029, 0.6224, -1.0376], [-5.5280, -0.8195, -1.8495], [-7.0781, 0.9776, -2.3942], [-6.2179, 0.4993, -3.8442], [-5.5714, 2.9688, -2.1542], [-6.4499, 2.9561, -3.6794], [-4.2447, 3.5676, -4.2865], [-4.3437, 1.8733, -4.7113], [-2.5588, 3.1198, -2.8368], [-0.0403, -3.9936, -0.3936], [-1.0169, -3.5263, -1.4439], [-0.6384, -2.2221, -1.9212], [-0.7971, -2.1511, -3.3441], [-0.4558, -0.7832, -3.8747], [-0.3687, -4.9592, 0.0002], [0.0256, -3.3058, 0.4468], [0.9523, -4.1144, -0.8255], [-2.0474, -3.4772, -1.0796], [-0.9942, -4.2151, -2.2914], [-1.8262, -2.4305, -3.5930], [-0.1383, -2.9056, -3.7829], [-1.3046, -0.1040, -3.8539], [-0.1130, -0.8636, -4.9072], [0.3438, -0.3375, -3.2854]]
}

{
  "formula": "C45H68BClF7INO26P",
  "method": "ωB97M-V/def2-TZVPD",
  "orbital_gap_ev": 8.176,
  "total_charge": 0,
  "mol_weight_g_mol": 1376.149,
  "smiles": "CCN[C@@]1([C@@H](I)CC)[C@](CCCCCCCCCOC)(P(O)Cl)OC(=O)[C@]1(B(O)CC)C(F)(F)C(F)(F)C(F)(F)F.O=C1OCCO1.O=C1OCCO1.O=C1OCCO1.O=C1OCCO1.O=C1OCCO1.O=C1OCCO1.O=C1OCCO1",
  "e_tot_ev": -152103.9029,
  "multiplicity": 1,
  "homo_ev": -8.237,
  "elements": ["C", "C", "N", "C", "C", "I", "C", "C", "C", "C", "C", "C", "C", "C", "C", "C", "C", "C", "O", "C", "P", "O", "Cl", "O", "C", "O", "C", "B", "O", "C", "C", "C", "F", "F", "C", "F", "F", "C", "F", "F", "F", "H", "H", "H", "H", "H", "H", "H", "H", "H", "H", "H", "H", "H", "H", "H", "H", "H", "H", "H", "H", "H", "H", "H", "H", "H", "H", "H", "H", "H", "H", "H", "H", "H", "H", "H", "H", "H", "H", "H", "H", "O", "C", "O", "C", "C", "O", "H", "H", "H", "H", "O", "C", "O", "C", "C", "O", "H", "H", "H", "H", "O", "C", "O", "C", "C", "O", "H", "H", "H", "H", "O", "C", "O", "C", "C", "O", "H", "H", "H", "H", "O", "C", "O", "C", "C", "O", "H", "H", "H", "H", "O", "C", "O", "C", "C", "O", "H", "H", "H", "H", "O", "C", "O", "C", "C", "O", "H", "H", "H", "H"],
  "coordinates": [[-2.7659, -0.7075, -1.3331], [-1.9781, -1.4314, -2.4727], [-2.5046, -2.7870, -2.5964], [-1.8648, -3.6708, -3.5767], [-0.3406, -3.7654, -3.2474], [-0.0280, -4.4235, -1.1736], [0.5904, -4.5543, -4.2150], [1.7489, -5.3652, -3.5901], [-2.6549, -5.0641, -3.3842], [-3.9255, -5.1347, -2.5181], [-3.7647, -5.4086, -0.9971], [-4.7290, -4.5318, -0.1676], [-4.2626, -4.4019, 1.3102], [-3.3432, -3.1814, 1.4274], [-2.6032, -3.1163, 2.7633], [-1.5597, -1.9541, 2.7510], [-0.1207, -2.3838, 3.1565], [0.8845, -2.2698, 1.9919], [2.0395, -1.5714, 2.4105], [2.9061, -1.2942, 1.3194], [-1.6664, -6.7243, -3.3837], [-1.8187, -7.4425, -1.9188], [-2.7951, -8.0122, -4.5921], [-3.2667, -5.1982, -4.7352], [-2.2918, -4.6993, -5.5965], [-1.7752, -5.2680, -6.4611], [-2.2428, -3.2110, -5.0595], [-3.8241, -2.9775, -5.4126], [-4.0867, -3.3890, -6.7026], [-5.0855, -2.4570, -4.6295], [-5.0076, -1.2791, -3.6310], [-1.2537, -2.3303, -5.8066], [-0.5222, -1.5309, -4.9973], [-0.3072, -3.0465, -6.4416], [-1.7633, -1.3803, -6.9532], [-0.6012, -0.8165, -7.3873], [-2.1742, -1.9979, -8.0302], [-2.6321, -0.1407, -6.5959], [-3.9160, -0.3364, -6.8549], [-2.5017, 0.2878, -5.3642], [-2.2763, 0.8536, -7.3877], [-3.4913, -1.3726, -0.8687], [-3.3044, 0.1641, -1.7061], [-2.0885, -0.3571, -0.5526], [-2.0948, -0.8093, -3.3539], [-0.9384, -1.3772, -2.1214], [-2.5070, -3.1512, -1.6496], [0.1225, -2.7908, -3.1947], [0.1058, -5.2540, -4.8870], [1.1201, -3.8407, -4.8468], [1.4154, -6.2884, -3.1205], [2.3470, -5.6804, -4.4537], [2.4185, -4.7574, -2.9848], [-4.5127, -5.9596, -2.9238], [-4.5376, -4.2388, -2.5845], [-2.7627, -5.2372, -0.5957], [-4.0141, -6.4486, -0.7798], [-5.7421, -4.9391, -0.2404], [-4.6958, -3.5214, -0.5942], [-5.1269, -4.3050, 1.9656], [-3.7029, -5.3134, 1.5449], [-3.9776, -2.2925, 1.3439], [-2.6208, -3.1609, 0.6039], [-3.2913, -2.8812, 3.5766], [-2.0681, -4.0372, 2.9880], [-1.5253, -1.5162, 1.7498], [-1.8587, -1.1500, 3.4279], [-0.1015, -3.3873, 3.5664], [0.2555, -1.6977, 3.9170], [0.4242, -1.7800, 1.1241], [1.1830, -3.2937, 1.7171], [3.9360, -1.4268, 1.6485], [2.6957, -1.9304, 0.4535], [2.7642, -0.2529, 1.0101], [-1.5990, -6.8511, -1.1831], [-4.7896, -2.8465, -7.0829], [-5.8197, -2.1240, -5.3788], [-5.5930, -3.3198, -4.1889], [-4.1849, -0.5880, -3.7835], [-5.9225, -0.6841, -3.7006], [-5.0273, -1.6806, -2.6206], [-8.1380, -4.8248, 0.4982], [-8.4977, -5.8057, -0.0654], [-9.7935, -6.1886, -0.2017], [-9.8328, -7.2785, -1.1255], [-8.4362, -7.8446, -1.0253], [-7.6638, -6.6987, -0.6625], [-10.6009, -7.9953, -0.8449], [-10.0566, -6.8889, -2.1206], [-8.3436, -8.5959, -0.2386], [-8.0828, -8.2685, -1.9625], [5.9074, 1.9265, 1.1707], [4.9953, 2.6164, 0.8386], [5.1063, 3.6865, 0.0118], [3.7810, 4.1155, -0.3321], [2.9635, 3.5940, 0.8199], [3.7129, 2.4389, 1.2386], [3.7355, 5.1972, -0.4266], [3.5029, 3.6651, -1.2866], [2.9118, 4.2892, 1.6438], [1.9551, 3.3153, 0.5285], [4.7789, 6.1092, -3.0475], [5.9190, 6.0133, -2.7213], [6.5706, 6.9049, -1.9343], [7.8335, 6.3287, -1.5779], [8.0678, 5.3412, -2.6933], [6.7370, 4.9943, -3.0845], [8.6044, 7.0892, -1.5230], [7.7383, 5.8453, -0.6054], [8.5827, 5.7870, -3.5469], [8.6180, 4.4611, -2.3689], [10.5202, 8.3041, -0.7928], [10.1224, 8.2019, 0.3220], [9.4949, 7.0998, 0.8145], [9.3761, 7.2677, 2.2302], [9.4387, 8.7674, 2.3903], [10.2297, 9.1657, 1.2693], [8.4428, 6.8420, 2.5920], [10.2106, 6.7585, 2.7161], [8.4568, 9.2387, 2.3145], [9.9074, 9.0738, 3.3225], [-1.8654, -5.0368, 5.3718], [-1.5237, -4.2389, 6.1811], [-0.5393, -3.3205, 5.9908], [-0.5801, -2.4071, 7.0883], [-1.2464, -3.2217, 8.1710], [-2.0634, -4.1224, 7.4234], [0.4227, -2.0844, 7.3590], [-1.1680, -1.5337, 6.7974], [-0.5313, -3.8000, 8.7598], [-1.8517, -2.6177, 8.8432], [1.5412, 5.8342, 1.2838], [1.8387, 6.6510, 2.1001], [2.8146, 7.5712, 1.9409], [2.7228, 8.5070, 3.0278], [2.0202, 7.6948, 4.0874], [1.2456, 6.7724, 3.3115], [3.7019, 8.8427, 3.3307], [2.1380, 9.3685, 2.7014], [2.7146, 7.1317, 4.7133], [1.3799, 8.2948, 4.7253], [3.6787, 10.2918, 4.9390], [3.3420, 10.2552, 6.0812], [2.7629, 9.1865, 6.6832], [2.7229, 9.4449, 8.0906], [2.7715, 10.9524, 8.1443], [3.4895, 11.2801, 6.9516], [1.8195, 9.0335, 8.5342], [3.5920, 8.9794, 8.5585], [1.7804, 11.4069, 8.0949], [3.2892, 11.3277, 9.0235]]
}

{
  "formula": "C45H70BN21O",
  "method": "ωB97M-V/def2-TZVPD",
  "orbital_gap_ev": 4.614,
  "total_charge": 0,
  "mol_weight_g_mol": 932.013,
  "e_tot_ev": -81800.3121,
  "multiplicity": 1,
  "homo_ev": -4.164,
  "elements": ["C", "C", "C", "B", "N", "C", "C", "O", "H", "H", "H", "H", "H", "H", "H", "H", "H", "H", "C", "C", "N", "H", "H", "H", "C", "C", "N", "H", "H", "H", "C", "C", "N", "H", "H", "H", "C", "C", "N", "H", "H", "H", "C", "C", "N", "H", "H", "H", "C", "C", "N", "H", "H", "H", "C", "C", "N", "H", "H", "H", "C", "C", "N", "H", "H", "H", "C", "C", "N", "H", "H", "H", "C", "C", "N", "H", "H", "H", "C", "C", "N", "H", "H", "H", "C", "C", "N", "H", "H", "H", "C", "C", "N", "H", "H", "H", "C", "C", "N", "H", "H", "H", "C", "C", "N", "H", "H", "H", "C", "C", "N", "H", "H", "H", "C", "C", "N", "H", "H", "H", "C", "C", "N", "H", "H", "H", "C", "C", "N", "H", "H", "H", "C", "C", "N", "H", "H", "H"],
  "coordinates": [[2.7068, -3.0249, 1.5119], [2.6127, -1.7917, 0.7150], [1.2592, -0.9543, 0.9371], [0.0695, -2.0529, 0.7372], [0.1678, -2.9078, -0.5037], [-1.1394, -2.2831, 1.7952], [-2.4848, -2.5020, 0.9521], [-3.0907, -1.4919, 0.6029], [2.4694, -3.0367, 2.6145], [3.0509, -3.9902, 0.9816], [3.4023, -1.4833, -0.0236], [1.2143, -0.1826, 0.1074], [1.2441, -0.4749, 1.9724], [0.2499, -3.9026, -0.2613], [-0.6297, -2.7323, -1.1266], [-1.2993, -1.4355, 2.5276], [-0.8999, -3.2363, 2.4179], [-2.8201, -3.5700, 0.7670], [-0.7217, -1.9653, -4.5907], [-1.6001, -2.3969, -3.4683], [-2.3056, -2.7412, -2.5763], [-0.2514, -2.8362, -5.0476], [-1.3071, -1.4384, -5.3493], [0.0543, -1.2988, -4.2153], [0.0418, 2.7756, 3.5340], [1.4435, 2.6006, 3.0621], [2.5409, 2.4736, 2.6978], [-0.0500, 2.4274, 4.5618], [-0.2356, 3.8277, 3.4897], [-0.6361, 2.2013, 2.9011], [-0.1983, 6.7065, 5.7859], [-0.7136, 5.3138, 5.9111], [-1.1145, 4.2308, 6.0085], [0.4187, 6.7954, 4.8935], [-1.0291, 7.4026, 5.7130], [0.4025, 6.9576, 6.6626], [3.2459, -0.0423, -5.3388], [1.9983, -0.3917, -6.0761], [1.0279, -0.6635, -6.6491], [4.0844, 0.0080, -6.0343], [3.1299, 0.9245, -4.8510], [3.4550, -0.7976, -4.5836], [7.3683, 0.3167, -3.4271], [5.9732, -0.1108, -3.1347], [4.8888, -0.4456, -2.9046], [7.4227, 0.7399, -4.4303], [7.6834, 1.0702, -2.7050], [8.0394, -0.5404, -3.3640], [-2.6466, -6.1954, 3.3011], [-1.2069, -5.8558, 3.1347], [-0.0633, -5.5977, 3.0067], [-3.2194, -5.8036, 2.4596], [-2.7703, -7.2780, 3.3426], [-3.0266, -5.7559, 4.2256], [6.8083, -3.7588, 2.2420], [5.3885, -3.4002, 1.9756], [4.2936, -3.1015, 1.7664], [7.0748, -4.6581, 1.6848], [7.4611, -2.9407, 1.9332], [6.9476, -3.9443, 3.3070], [-3.6012, -2.4304, 5.2854], [-4.0948, -3.8265, 5.4321], [-4.4787, -4.9144, 5.5465], [-2.9905, -2.3443, 4.3848], [-4.4456, -1.7446, 5.2089], [-2.9982, -2.1580, 6.1529], [-1.8911, 11.0734, 5.0932], [-1.0585, 9.9235, 4.6439], [-0.4111, 9.0299, 4.2946], [-1.8686, 11.1442, 6.1809], [-1.5041, 11.9993, 4.6676], [-2.9218, 10.9342, 4.7663], [-5.8831, -2.5428, -5.1269], [-4.7769, -2.5830, -4.1276], [-3.9005, -2.6144, -3.3548], [-6.5099, -1.6686, -4.9483], [-5.4734, -2.4875, -6.1371], [-6.4928, -3.4422, -5.0390], [0.4891, -0.7848, -10.0825], [1.0991, 0.1258, -11.0913], [1.5735, 0.8343, -11.8755], [0.4446, -1.7981, -10.4763], [1.0875, -0.7834, -9.1711], [-0.5211, -0.4511, -9.8444], [6.1388, 0.5279, 2.2079], [7.5517, 0.4342, 1.7451], [8.6503, 0.3613, 1.3846], [6.0631, 0.1832, 3.2396], [5.7960, 1.5614, 2.1526], [5.4998, -0.0929, 1.5770], [-2.2065, 0.8782, -1.5220], [-0.7695, 1.2301, -1.6988], [0.3472, 1.5061, -1.8363], [-2.7852, 1.2576, -2.3621], [-2.3215, -0.2055, -1.4713], [-2.5867, 1.3189, -0.6004], [0.2811, -5.4165, -10.9988], [0.4766, -4.4606, -9.8734], [0.6285, -3.7178, -8.9983], [0.9928, -6.2381, -10.9145], [-0.7319, -5.8183, -10.9718], [0.4370, -4.9063, -11.9497], [2.7632, 4.0114, -11.1376], [2.9569, 4.9648, -10.0090], [3.1074, 5.7075, -9.1332], [3.4742, 3.1894, -11.0557], [1.7509, 3.6085, -11.1140], [2.9201, 4.5244, -12.0867], [-4.9980, 2.3999, -4.9998], [-5.1204, 1.6615, -3.7121], [-5.2156, 1.0877, -2.7110], [-5.6748, 3.2546, -5.0024], [-3.9749, 2.7550, -5.1273], [-5.2526, 1.7412, -5.8304], [0.4857, 6.0599, 10.1631], [1.0815, 6.9636, 9.1406], [1.5447, 7.6646, 8.3440], [0.4453, 5.0407, 9.7776], [1.0923, 6.0749, 11.0689], [-0.5248, 6.3897, 10.4050], [-4.7255, -3.2925, 9.7759], [-3.6624, -2.6602, 8.9469], [-2.8364, -2.1687, 8.3018], [-5.6950, -3.1682, 9.2916], [-4.5207, -4.3539, 9.8937], [-4.7558, -2.8245, 10.7598], [-7.4124, -5.3444, 12.4771], [-6.0106, -5.4990, 11.9988], [-4.9211, -5.6191, 11.6270], [-7.4911, -5.6860, 13.5094], [-7.7084, -4.2964, 12.4249], [-8.0835, -5.9359, 11.8539], [3.4847, 4.5321, -5.7417], [4.2450, 3.5001, -4.9837], [4.8329, 2.6955, -4.3945], [3.1980, 4.1399, -6.7175], [2.5854, 4.8085, -5.1908], [4.1024, 5.4189, -5.8831]]
}

LUMO level: 0.57, -0.06, 0.45 (eV)